Record 1
The following is a quantum chemistry calculation of a gas-phase ion, C3H7N3O (charge +2), from OMol25.

```
14
Properties=species:S:1:pos:R:3:nbo_charge:R:1
N 2.34 -0.34 0.05 -0.63
C 1.10 0.06 0.05 0.58
C 0.30 1.56 0.05 -0.07
O -1.03 1.21 0.00 -0.36
C -1.23 -0.09 0.07 0.84
N -2.36 -0.71 0.00 -0.68
N 0.00 -0.73 0.05 -0.57
H 3.17 0.06 -0.20 0.48
H 2.41 -1.36 -0.07 0.44
H 0.48 2.15 0.90 0.28
H 0.47 1.86 -0.95 0.26
H -2.41 -1.72 -0.14 0.47
H -3.33 -0.24 0.09 0.51
H 0.09 -1.73 0.12 0.46
```

Computed properties:
SMILES string = [NH2+]=C1COC(=[NH2+])N1
net charge = +2
relative energy (zero: lowest compared OMol25 entry of this formula, charge and spin) = 49.8 kJ/mol
strongest force on any atom = 5.27 eV/Å

***

Record 2
The following is a quantum chemistry calculation of a molecular structure, C4H12N2, from OMol25.

```
18
Properties=species:S:1:pos:R:3:nbo_charge:R:1
C 0.02 -1.33 0.14 -0.25
C -1.19 -1.68 -0.66 -0.51
C -1.57 -0.30 -0.54 -0.14
C -0.35 0.43 -0.40 -0.14
N 0.22 1.09 -1.70 -0.70
N 1.65 0.75 2.17 -1.09
H 1.04 -1.08 -0.17 0.25
H -0.14 -1.08 1.17 0.23
H -1.00 -2.05 -1.67 0.24
H -1.87 -2.43 -0.26 0.26
H -2.52 0.07 -0.17 0.22
H -0.10 1.08 0.41 0.22
H 1.02 0.58 -2.03 0.44
H -0.58 1.17 -2.34 0.45
H 0.53 2.03 -1.54 0.44
H 2.32 1.51 2.35 0.38
H 0.72 1.13 2.33 0.35
H 1.80 0.12 2.92 0.37
```

Computed properties:
⟨S²⟩ = 0.757
net charge = +1
spin multiplicity = 2
relative energy (zero: lowest compared OMol25 entry of this formula, charge and spin) = 266.3 kJ/mol
strongest force on any atom = 4.54 eV/Å

***

Record 3
The following is a quantum chemistry calculation of a single C17H17ClFN3O3S molecule, from OMol25.

```
43
Properties=species:S:1:pos:R:3:nbo_charge:R:1
O 0.52 1.08 -0.49 -0.59
C 1.01 -0.01 -0.65 0.71
N 2.36 -0.21 -0.83 -0.62
C 3.31 0.82 -0.87 0.07
C 4.48 0.73 -0.12 -0.20
C 5.42 1.75 -0.15 -0.24
C 5.18 2.88 -0.92 -0.04
Cl 6.34 4.16 -0.94 0.02
C 4.03 2.98 -1.68 -0.28
C 3.12 1.95 -1.66 0.41
F 2.05 2.03 -2.47 -0.30
C 0.19 -1.29 -0.62 -0.31
C -1.11 -1.06 -1.39 -0.41
C -2.07 -2.23 -1.21 -0.23
N -2.30 -2.56 0.18 -0.67
S -3.60 -1.87 0.94 2.34
O -3.73 -2.54 2.20 -0.94
O -4.69 -1.91 0.01 -0.94
C -3.20 -0.15 1.26 -0.39
C -3.47 0.82 0.32 -0.15
C -3.07 2.12 0.58 -0.25
C -2.42 2.37 1.78 0.06
N -2.19 1.45 2.70 -0.41
C -2.57 0.21 2.45 0.05
C -1.10 -2.79 0.95 -0.23
C -0.11 -1.63 0.85 -0.41
H 2.72 -1.15 -0.71 0.40
H 4.65 -0.14 0.48 0.22
H 6.32 1.67 0.44 0.23
H 3.85 3.84 -2.31 0.24
H 0.75 -2.12 -1.08 0.20
H -1.56 -0.14 -1.02 0.23
H -0.89 -0.93 -2.45 0.22
H -1.66 -3.13 -1.70 0.20
H -3.05 -2.02 -1.64 0.24
H -3.99 0.54 -0.59 0.24
H -3.26 2.91 -0.13 0.23
H -2.07 3.37 2.02 0.20
H -2.39 -0.53 3.21 0.22
H -0.64 -3.71 0.58 0.20
H -1.42 -2.94 1.98 0.24
H 0.81 -1.89 1.37 0.21
H -0.53 -0.74 1.32 0.23
```

Computed properties:
SMILES string = O=C(Nc1ccc(Cl)cc1F)C1CCN(S(=O)(=O)c2cccnc2)CC1
relative energy (zero: lowest compared OMol25 entry of this formula, charge and spin) = 0.0 kJ/mol
strongest force on any atom = 1.10 eV/Å